[1]
The following is a DFT calculation (the ωB97M-V functional and the def2-TZVPD basis) of the ion C2H4N3 with charge +1 in a non-equilibrium geometry.

Positions of all 9 atoms, in Å:
1 C -1.1277 -0.4160 0.0126
2 C 0.2532 -0.2387 -0.1608
3 N 1.4228 -0.9605 -0.0662
4 N 1.8869 0.1789 0.3960
5 N 1.0764 1.0409 -0.1522
6 H -1.7957 0.5650 -0.2688
7 H -1.4017 -1.0716 0.8637
8 H -1.4506 -1.0834 -0.8013
9 H 1.1363 1.9855 0.1771

For the frontier orbital gap, the calculation gives 9.26 eV. The value obtained for the LUMO energy is -0.2771 Ha. The calculation puts the HOMO energy at -16.796 eV. Its SMILES is C[C@]12N=[N+]1N2. The calculation puts the relative energy (zero: lowest compared OMol25 entry of this formula, charge and spin) at 543.5 kJ/mol. The net charge is +1.

[2]
The following is a DFT calculation (the ωB97M-V functional and the def2-TZVPD basis) of the ion C2H4N3O with charge +1 in a non-equilibrium geometry.

Positions of all 10 atoms, in Å:
1 C -2.2440 0.5485 -0.0131
2 C -0.2307 -0.6614 0.3766
3 N 3.0732 0.4247 0.0194
4 N 1.0594 -0.5337 0.2553
5 N 2.0424 -0.1718 -0.2123
6 O -0.9744 0.3963 -0.2486
7 H -2.8605 1.1079 -0.7290
8 H -2.8801 -0.0873 0.5809
9 H -0.5030 -1.5929 0.8925
10 H 3.5178 0.5697 -0.9217

For the frontier orbital gap (alpha / beta), the calculation gives 6.61 / 6.48 eV. The value obtained for the LUMO energy (alpha / beta) is -0.2498 / -0.2533 Ha. The calculation puts the HOMO energy (alpha / beta) at -13.410 / -13.369 eV. The calculation puts the relative energy (zero: lowest compared OMol25 entry of this formula, charge and spin) at 599.8 kJ/mol. The net charge is +1.

[3]
The following is a DFT calculation (the ωB97M-V functional and the def2-TZVPD basis) of the ion C2H4N3O with charge +1 in a non-equilibrium geometry.

Positions of all 10 atoms, in Å:
1 C 0.0596 -1.0357 1.4127
2 N 0.0834 -0.2143 0.3388
3 N 0.7982 0.4758 -0.3561
4 C 0.3793 1.1523 -1.4448
5 N -0.8380 0.9694 -1.8782
6 O -1.7725 0.3457 -1.4220
7 H -0.6339 -0.4606 2.1398
8 H -0.3580 -1.9903 1.0218
9 H 1.1155 -1.1239 1.8721
10 H 1.1665 1.8816 -1.6843

For the frontier orbital gap (alpha / beta), the calculation gives 8.51 / 8.81 eV. The value obtained for the LUMO energy (alpha / beta) is -0.2717 / -0.2511 Ha. The calculation puts the HOMO energy (alpha / beta) at -15.905 / -15.640 eV. Its SMILES is C/N=N/C=[N+]=O. The calculation puts the relative energy (zero: lowest compared OMol25 entry of this formula, charge and spin) at 558.1 kJ/mol. The net charge is +1.

[4]
The following is a DFT calculation (the ωB97M-V functional and the def2-TZVPD basis) of the ion C2H4N3O with charge +1 in a non-equilibrium geometry.

Positions of all 10 atoms, in Å:
1 C 0.3704 0.0021 0.4634
2 N -0.7954 0.8580 0.4244
3 O -0.8239 1.9475 0.9830
4 C -1.7612 0.5415 -0.4931
5 N -2.6863 1.4767 -0.4791
6 N -2.9634 2.3693 0.1352
7 H -0.1240 -0.9163 0.5436
8 H 0.8671 0.0931 -0.4331
9 H 0.9952 0.1558 1.3117
10 H -1.6484 -0.4945 -0.8132

For the frontier orbital gap (alpha / beta), the calculation gives 9.32 / 9.32 eV. The value obtained for the LUMO energy (alpha / beta) is -0.2463 / -0.2462 Ha. The calculation puts the HOMO energy (alpha / beta) at -16.025 / -16.025 eV. Its SMILES is C/[N+]([O-])=C/[N+]#N. The calculation puts the relative energy (zero: lowest compared OMol25 entry of this formula, charge and spin) at 432.4 kJ/mol. The net charge is +1.

[5]
The following is a DFT calculation (the ωB97M-V functional and the def2-TZVPD basis) of a cluster of 2 separate species, C2H4N3O in total in a non-equilibrium geometry.

Positions of all 10 atoms, in Å:
1 C -0.2077 1.1611 -0.2080
2 C -1.9140 -0.6291 -0.0232
3 N 2.1711 0.6759 0.0158
4 N 3.0212 -0.0474 0.0275
5 N -0.9758 0.3216 -0.0814
6 O 3.8485 -0.8223 0.2178
7 H 0.3660 2.1147 -0.0059
8 H -1.4858 -1.4063 -0.6688
9 H -1.8453 -1.0128 0.9946
10 H -2.9782 -0.3553 -0.2684

For the frontier orbital gap, the calculation gives 11.16 eV. The value obtained for the LUMO energy is -0.1775 Ha. The calculation puts the HOMO energy at -15.990 eV. The calculation puts the relative energy (zero: lowest compared OMol25 entry of this formula, charge and spin) at 337.1 kJ/mol. The net charge is +1.

[6]
The following is a DFT calculation (the ωB97M-V functional and the def2-TZVPD basis) of a cluster of 2 separate species, C2H4N3OS in total in a non-equilibrium geometry.

Positions of all 11 atoms, in Å:
1 C -0.0500 -0.3728 -0.0030
2 C 0.1093 -1.6443 -0.5543
3 N -1.6035 -3.0823 -1.3414
4 N -1.2212 0.2156 -0.1285
5 N -0.8901 -2.2731 -0.9484
6 O -1.2683 1.4663 0.4436
7 S 1.6178 2.3137 1.4552
8 H 0.7518 0.2134 0.4379
9 H 1.2167 -1.8365 -0.6952
10 H 1.7494 3.3371 0.5521
11 H -0.4119 1.6629 0.7821

For the frontier orbital gap, the calculation gives 6.45 eV. The value obtained for the LUMO energy is 0.1124 Ha. The calculation puts the HOMO energy at -3.386 eV. The calculation puts the relative energy (zero: lowest compared OMol25 entry of this formula, charge and spin) at 119.7 kJ/mol. The net charge is -1.

| no. | E (a.u.) |
| --- | --- |
| 1 | -242.39241 |
| 2 | -317.61331 |
| 3 | -317.62920 |
| 4 | -317.67704 |
| 5 | -317.71335 |
| 6 | -716.21518 |